Record 1
{
  "formula": "C36H52F2NO24S2",
  "method": "ωB97M-V/def2-TZVPD",
  "homo_lumo_gap_ev": [2.12, 2.10],
  "charge": -2,
  "spin_multiplicity": 2,
  "e_tot_ha": -4259.366980,
  "symbols": ["C", "C", "C", "O", "C", "N", "H", "H", "H", "H", "H", "H", "H", "H", "H", "H", "H", "H", "S", "O", "O", "O", "O", "S", "O", "O", "O", "O", "C", "C", "C", "O", "C", "O", "O", "H", "H", "H", "H", "H", "H", "C", "C", "C", "O", "C", "O", "O", "H", "H", "H", "H", "H", "H", "C", "C", "C", "O", "C", "O", "O", "H", "H", "H", "H", "H", "H", "C", "C", "C", "O", "C", "O", "O", "H", "H", "H", "H", "H", "H", "C", "C", "C", "O", "C", "O", "O", "H", "H", "H", "H", "H", "H", "F", "C", "C", "C", "C", "C", "C", "H", "H", "H", "H", "H", "F", "C", "C", "C", "C", "C", "C", "H", "H", "H", "H", "H"],
  "xyz": [[2.043, 0.428, 1.896], [0.907, 0.968, 1.103], [0.175, -0.146, 0.433], [-1.030, 0.317, -0.168], [-1.638, -0.594, -1.114], [-0.133, 1.715, 1.997], [-0.332, 1.015, 2.697], [0.200, 2.561, 2.436], [-1.006, 1.858, 1.510], [1.771, -0.192, 2.751], [2.619, 1.296, 2.214], [2.671, -0.296, 1.376], [1.155, 1.682, 0.318], [-0.110, -0.946, 1.117], [0.902, -0.723, -0.138], [-0.994, -0.844, -1.958], [-2.560, -0.116, -1.443], [-1.872, -1.546, -0.638], [-1.142, 3.969, 5.180], [-0.300, 3.836, 6.357], [-0.169, 3.707, 4.146], [-2.217, 2.990, 5.151], [-1.731, 5.310, 5.104], [0.394, 0.358, 5.420], [-0.650, 0.336, 4.412], [1.455, 1.299, 4.857], [-0.321, 0.897, 6.573], [0.790, -0.991, 5.843], [0.637, -5.468, 3.959], [0.964, -3.963, 3.512], [2.398, -3.573, 3.809], [2.967, -3.349, 2.550], [1.872, -3.315, 1.568], [1.906, -2.775, 0.451], [0.699, -3.571, 2.205], [1.133, -5.830, 4.859], [1.120, -6.055, 3.177], [-0.450, -5.555, 3.967], [0.203, -3.349, 3.994], [3.050, -4.339, 4.230], [2.462, -2.582, 4.259], [-1.519, 2.308, -7.529], [-2.527, 1.599, -6.542], [-3.162, 0.289, -7.149], [-2.659, -0.736, -6.344], [-1.861, -0.274, -5.399], [-1.238, -0.882, -4.601], [-1.788, 1.117, -5.462], [-0.891, 1.500, -7.906], [-0.868, 2.868, -6.858], [-2.093, 2.909, -8.234], [-3.262, 2.335, -6.215], [-2.788, 0.277, -8.173], [-4.247, 0.223, -7.065], [-3.656, 4.222, 0.616], [-4.561, 3.043, 0.986], [-3.933, 1.909, 0.240], [-3.634, 0.934, 1.217], [-3.880, 1.481, 2.456], [-3.783, 0.798, 3.488], [-4.288, 2.763, 2.318], [-2.598, 4.059, 0.822], [-4.052, 4.984, 1.287], [-3.788, 4.665, -0.371], [-5.635, 3.167, 0.847], [-3.095, 2.183, -0.401], [-4.688, 1.577, -0.472], [5.497, -0.798, 2.628], [5.859, 0.598, 3.142], [6.030, 1.726, 2.023], [5.395, 2.776, 2.738], [4.697, 2.334, 3.786], [3.947, 3.066, 4.384], [4.860, 1.008, 3.941], [5.374, -1.521, 3.435], [6.392, -1.099, 2.083], [4.674, -0.952, 1.930], [6.723, 0.559, 3.804], [5.465, 1.554, 1.107], [7.102, 1.805, 1.842], [3.795, 4.783, -1.542], [3.833, 5.436, -0.074], [2.717, 6.502, 0.120], [2.256, 6.230, 1.374], [2.605, 5.089, 1.864], [2.191, 4.612, 2.880], [3.497, 4.496, 0.913], [4.426, 3.925, -1.777], [4.114, 5.502, -2.296], [2.827, 4.398, -1.863], [4.818, 5.841, 0.158], [1.957, 6.393, -0.654], [3.160, 7.498, 0.110], [-1.051, -3.583, -1.169], [-0.458, -4.443, -2.056], [-0.407, -5.813, -1.662], [0.400, -6.720, -2.452], [1.077, -6.231, -3.558], [1.009, -4.881, -3.902], [0.210, -4.008, -3.141], [-0.893, -6.170, -0.766], [0.616, -7.750, -2.209], [1.829, -6.715, -4.163], [1.602, -4.456, -4.698], [0.060, -2.942, -3.235], [-4.542, -0.737, -2.986], [-4.572, -2.059, -3.104], [-5.791, -2.771, -3.094], [-5.891, -4.201, -3.108], [-4.670, -4.909, -3.218], [-3.444, -4.248, -3.328], [-3.432, -2.853, -3.268], [-6.658, -2.128, -3.141], [-6.808, -4.771, -3.099], [-4.763, -5.976, -3.352], [-2.503, -4.763, -3.461], [-2.474, -2.378, -3.415]]
}


Record 2
{
  "formula": "C24H36BLiNO3",
  "method": "ωB97M-V/def2-TZVPD",
  "homo_lumo_gap_ev": 6.65,
  "charge": -1,
  "spin_multiplicity": 1,
  "e_tot_ha": -1249.146968,
  "symbols": ["Li", "C", "C", "C", "O", "B", "O", "C", "C", "C", "H", "H", "H", "H", "H", "H", "H", "H", "H", "H", "H", "H", "C", "C", "C", "C", "C", "C", "C", "C", "C", "C", "C", "C", "O", "H", "H", "H", "H", "H", "H", "H", "H", "H", "H", "H", "H", "H", "H", "H", "H", "H", "N", "C", "C", "C", "C", "C", "C", "H", "H", "H", "H", "H", "H", "H"],
  "xyz": [[0.228, 0.416, -0.294], [1.791, 0.097, 3.064], [0.352, 0.552, 2.959], [-0.530, -0.230, 3.917], [-0.155, 0.238, 1.626], [-1.032, 1.282, 1.144], [-0.942, 2.308, 2.098], [0.143, 2.085, 3.033], [1.335, 2.889, 2.536], [-0.287, 2.593, 4.391], [1.838, -0.994, 3.051], [2.239, 0.449, 4.000], [2.394, 0.465, 2.232], [-0.484, -1.284, 3.642], [-1.573, 0.090, 3.852], [-0.193, -0.125, 4.954], [1.701, 2.533, 1.571], [2.163, 2.858, 3.250], [1.018, 3.925, 2.408], [-1.232, 2.153, 4.706], [-0.414, 3.676, 4.343], [0.475, 2.372, 5.146], [3.260, 1.274, -3.227], [3.799, 0.848, -1.858], [3.378, 1.849, -0.774], [3.463, -0.590, -1.513], [4.490, -1.482, -1.213], [4.244, -2.822, -0.923], [2.927, -3.263, -0.977], [1.867, -2.412, -1.280], [0.472, -2.998, -1.390], [-0.218, -2.646, -2.709], [-0.445, -2.684, -0.200], [2.112, -1.030, -1.489], [1.122, -0.176, -1.699], [3.587, 2.291, -3.466], [2.169, 1.241, -3.236], [3.627, 0.608, -4.015], [4.890, 0.878, -1.926], [2.289, 1.928, -0.726], [3.774, 2.848, -0.990], [3.744, 1.544, 0.211], [5.512, -1.112, -1.226], [5.052, -3.504, -0.695], [2.703, -4.313, -0.804], [0.629, -4.079, -1.399], [-0.327, -1.564, -2.812], [-1.206, -3.115, -2.749], [0.367, -3.005, -3.562], [-0.795, -1.650, -0.201], [0.059, -2.856, 0.755], [-1.344, -3.308, -0.234], [-3.033, -0.051, -1.326], [-4.383, 0.183, -1.447], [-5.103, -0.234, -2.576], [-6.472, -0.019, -2.664], [-7.168, 0.617, -1.642], [-6.452, 1.036, -0.521], [-5.087, 0.826, -0.415], [-2.526, -0.293, -2.161], [-2.502, 0.487, -0.644], [-4.573, -0.732, -3.382], [-6.999, -0.354, -3.551], [-8.235, 0.786, -1.716], [-6.966, 1.540, 0.289], [-4.537, 1.161, 0.458]]
}


Record 3
{
  "formula": "C27H30N2O2S",
  "method": "ωB97M-V/def2-TZVPD",
  "homo_lumo_gap_ev": 8.53,
  "e_above_lowest_ev": 0.7816,
  "spin_multiplicity": 1,
  "smiles": "CN(Cc1ccccc1)C[C@@H](O)COc1ccc(CNCc2cc3ccccc3s2)cc1",
  "e_tot_ha": -1705.031107,
  "symbols": ["C", "N", "C", "H", "C", "O", "H", "C", "O", "C", "C", "C", "C", "C", "C", "H", "H", "C", "N", "H", "C", "C", "C", "C", "C", "C", "C", "C", "C", "S", "H", "H", "H", "H", "H", "H", "H", "H", "H", "H", "H", "H", "H", "H", "H", "C", "C", "C", "C", "C", "C", "C", "H", "H", "H", "H", "H", "H", "H", "H", "H", "H"],
  "xyz": [[-2.543, -0.237, 3.229], [-2.988, -0.055, 1.864], [-2.991, 1.341, 1.448], [-3.989, 1.662, 1.136], [-2.064, 1.578, 0.248], [-2.425, 2.808, -0.335], [-1.755, 3.017, -0.998], [-0.595, 1.595, 0.676], [0.181, 1.768, -0.494], [1.539, 1.693, -0.393], [2.247, 1.771, -1.592], [3.620, 1.662, -1.600], [4.332, 1.483, -0.420], [3.624, 1.460, 0.773], [2.243, 1.556, 0.796], [1.731, 1.513, 1.744], [4.153, 1.349, 1.709], [5.830, 1.271, -0.430], [6.298, 0.032, 0.171], [6.014, -0.012, 1.146], [5.892, -1.192, -0.500], [4.427, -1.485, -0.404], [3.492, -1.432, -1.378], [2.158, -1.592, -0.899], [0.954, -1.519, -1.599], [-0.235, -1.623, -0.913], [-0.252, -1.815, 0.468], [0.926, -1.909, 1.182], [2.122, -1.790, 0.493], [3.725, -1.799, 1.170], [0.923, -2.054, 2.252], [-1.197, -1.863, 0.987], [-1.170, -1.543, -1.446], [0.969, -1.362, -2.667], [3.725, -1.252, -2.412], [6.468, -2.007, -0.048], [6.173, -1.110, -1.554], [6.319, 2.084, 0.119], [6.195, 1.292, -1.461], [4.151, 1.706, -2.541], [1.692, 1.898, -2.509], [-0.426, 2.432, 1.369], [-0.349, 0.647, 1.166], [-2.202, 0.760, -0.475], [-2.679, 1.996, 2.267], [-4.267, -0.718, 1.622], [-4.571, -0.776, 0.150], [-3.911, -1.695, -0.657], [-4.150, -1.738, -2.018], [-5.058, -0.864, -2.592], [-5.733, 0.043, -1.794], [-5.491, 0.085, -0.432], [-6.032, 0.791, 0.183], [-6.449, 0.722, -2.233], [-5.244, -0.895, -3.655], [-3.630, -2.458, -2.634], [-3.210, -2.384, -0.210], [-4.183, -1.737, 2.012], [-5.091, -0.215, 2.158], [-2.457, -1.304, 3.439], [-3.227, 0.206, 3.969], [-1.560, 0.215, 3.347]]
}


Record 4
{
  "formula": "C4H11P3",
  "method": "ωB97M-V/def2-TZVPD",
  "homo_lumo_gap_ev": 8.68,
  "e_above_lowest_ev": 0.8053,
  "spin_multiplicity": 1,
  "smiles": "CC(C)(C)P1[PH]#[PH]1",
  "e_tot_ha": -1182.963180,
  "symbols": ["C", "C", "C", "C", "P", "P", "P", "H", "H", "H", "H", "H", "H", "H", "H", "H", "H", "H"],
  "xyz": [[-1.098, -1.448, -0.655], [1.312, -0.277, -0.427], [0.220, -0.954, 1.569], [-0.078, -0.633, 0.102], [0.722, 2.161, 0.483], [-0.581, 2.136, -1.459], [-1.191, 1.081, 0.228], [-2.162, -1.341, -0.282], [-1.158, -1.081, -1.770], [-0.915, -2.574, -0.760], [1.766, 0.332, 0.230], [1.429, 0.207, -1.385], [2.003, -1.151, -0.296], [-0.695, -1.064, 2.126], [0.679, -1.924, 1.519], [0.819, -0.240, 2.041], [0.184, 3.433, 0.267], [-1.255, 3.338, -1.530]]
}


Record 5
{
  "formula": "CH3NOS",
  "method": "ωB97M-V/def2-TZVPD",
  "homo_lumo_gap_ev": [7.25, 6.27],
  "e_above_lowest_ev": 2.7568,
  "spin_multiplicity": 3,
  "e_tot_ha": -567.887485,
  "symbols": ["C", "N", "O", "S", "H", "H", "H"],
  "xyz": [[-1.123, 0.258, 0.770], [-0.390, 0.145, -0.510], [1.040, -0.044, -0.469], [-2.639, 0.772, 0.834], [-0.588, 0.002, 1.732], [-0.733, 0.562, -1.385], [1.312, 0.454, 0.338]]
}


Record 6
{
  "formula": "C32H33MoN4P",
  "method": "ωB97M-V/def2-TZVPD",
  "homo_lumo_gap_ev": [5.12, 5.51],
  "charge": 4,
  "e_above_lowest_ev": 0.6303,
  "spin_multiplicity": 3,
  "e_tot_ha": -1866.326093,
  "symbols": ["Mo", "C", "C", "C", "C", "C", "C", "C", "N", "N", "C", "C", "C", "C", "C", "C", "N", "C", "C", "C", "C", "C", "C", "N", "H", "H", "H", "H", "H", "H", "H", "H", "H", "H", "H", "H", "H", "H", "H", "H", "H", "H", "H", "H", "C", "P", "C", "C", "C", "C", "C", "C", "C", "C", "C", "C", "C", "C", "H", "H", "H", "H", "H", "H", "H", "H", "H", "H", "H", "H", "H"],
  "xyz": [[0.232, 0.108, 0.825], [-0.167, -0.651, 3.792], [-1.578, -1.018, 3.351], [-1.692, -1.860, 2.112], [-2.483, -2.992, 2.111], [-2.654, -3.741, 0.952], [-2.027, -3.332, -0.220], [-1.235, -2.214, -0.181], [-1.048, -1.486, 0.962], [0.414, 0.542, 3.087], [-0.313, 1.791, 3.453], [-1.339, 2.143, 2.427], [-2.372, 3.015, 2.691], [-3.304, 3.295, 1.700], [-3.191, 2.661, 0.467], [-2.132, 1.815, 0.245], [-1.188, 1.571, 1.199], [1.837, 0.658, 3.514], [2.715, -0.091, 2.574], [3.972, -0.531, 2.928], [4.790, -1.115, 1.970], [4.317, -1.244, 0.668], [3.053, -0.797, 0.370], [2.236, -0.227, 1.305], [0.520, -1.487, 3.630], [-0.163, -0.431, 4.863], [-2.205, -0.127, 3.235], [-2.037, -1.577, 4.167], [-2.978, -3.287, 3.027], [-3.271, -4.631, 0.966], [-2.144, -3.875, -1.148], [-0.717, -1.870, -1.069], [0.404, 2.614, 3.520], [-0.769, 1.694, 4.442], [-2.454, 3.466, 3.672], [-4.117, 3.983, 1.894], [-3.914, 2.823, -0.319], [-2.020, 1.307, -0.705], [1.961, 0.312, 4.543], [2.140, 1.708, 3.492], [4.313, -0.408, 3.948], [5.782, -1.461, 2.235], [4.922, -1.686, -0.111], [2.665, -0.902, -0.632], [1.924, 1.838, -1.580], [0.641, 0.544, -1.671], [-0.736, 1.250, -2.575], [-0.900, 2.636, -2.668], [-1.978, 3.151, -3.373], [-2.897, 2.292, -3.968], [-2.739, 0.914, -3.872], [-1.659, 0.387, -3.181], [1.257, -0.824, -2.669], [1.549, -0.499, -4.001], [2.037, -1.471, -4.859], [2.222, -2.771, -4.407], [1.920, -3.107, -3.092], [1.441, -2.138, -2.224], [2.050, 2.249, -2.585], [2.875, 1.412, -1.262], [1.654, 2.658, -0.910], [-0.190, 3.320, -2.224], [-2.089, 4.221, -3.479], [-3.727, 2.700, -4.531], [-3.440, 0.253, -4.363], [-1.509, -0.686, -3.168], [1.390, 0.504, -4.377], [2.268, -1.214, -5.884], [2.599, -3.527, -5.083], [2.057, -4.122, -2.747], [1.220, -2.432, -1.199]]
}